Record 1
C5H7N in the gas phase, computed with ωB97M-V/def2-TZVPD.

Geometry (Å):
1 C -0.956 -0.179 0.529
2 C -0.204 1.080 0.022
3 C 1.127 1.222 -0.050
4 C 1.967 0.057 -0.059
5 C 2.624 -0.949 -0.038
6 H -1.766 -0.589 -1.304
7 H -2.666 -1.398 -0.167
8 H -0.340 -1.154 0.774
9 H -1.498 0.341 1.498
10 H -0.880 1.874 -0.213
11 H 1.481 2.095 -0.514
12 H 3.240 -1.920 -0.119
13 N -2.129 -0.481 -0.361

energy = -6784.99325 eV
HOMO-LUMO gap = 0.3629 Ha
structure (SMILES) = C#C/C=C\CN
energy above the lowest of the compared OMol25 structures with the same formula, charge and spin = 339.6 kJ/mol

Record 2
C5H7N in the gas phase, computed with ωB97M-V/def2-TZVPD.

Geometry (Å):
1 C 1.081 1.969 -0.453
2 C -1.414 -0.728 -0.710
3 C 0.514 -1.784 1.244
4 C -0.043 1.220 -0.350
5 C -0.314 -0.152 -0.187
6 N 0.896 -0.832 0.550
7 H 0.900 3.015 -0.649
8 H 2.090 1.903 -0.399
9 H -1.596 -1.795 -0.434
10 H -2.046 -0.160 -1.377
11 H 1.329 -2.317 1.767
12 H -0.465 -2.144 1.317
13 H -0.931 1.805 -0.320

energy = -6785.40287 eV
HOMO-LUMO gap = 0.3495 Ha
structure (SMILES) = C=CC(=C)N=C
energy above the lowest of the compared OMol25 structures with the same formula, charge and spin = 300.0 kJ/mol

energy of number 2 (C5H7N)? -6785.40287 eV